The following is a quantum chemistry calculation of the molecule C6H12O2 in a non-equilibrium geometry, from the Open Molecules 2025 dataset.

## Properties
- HOMO (eV) = -9.35
- SMILES string = C=C(O)[C@@H](O)C(C)C
- F_max (hartree/bohr) = 0.0764
- total energy (eV) = -10510.1745
- orbital gap (eV) = 10.1
- energy relative to the best compared isomer or geometry (same formula, charge and spin) (kcal per mole) = 49.18
- multiplicity = 1

Last column: Löwdin charge in e.
Positions of all 20 atoms, in Å:
O: -0.6986 1.0053 1.5985  -0.06
O: -0.8147 -1.4026 2.1445  -0.04
C: 0.9998 -0.2713 -1.4932  -0.07
C: -1.4993 -2.0631 -0.0935  0.07
C: -0.5860 0.2755 0.4098  -0.37
C: 1.0673 1.9805 -0.3808  -0.07
C: 0.8249 0.4860 -0.1807  -0.37
C: -0.8815 -1.1769 0.6637  -0.27
H: -0.1749 -0.7948 2.5411  0.08
H: 0.3494 2.3890 -1.0912  0.09
H: 1.9866 -0.0770 -1.9082  0.08
H: -1.9389 -1.7785 -1.0333  0.07
H: -1.5631 -3.0903 0.2214  0.07
H: 0.8912 -1.3443 -1.3472  0.07
H: -1.4323 0.4917 2.1777  0.18
H: 2.0697 2.1522 -0.7709  0.08
H: 0.9539 2.5114 0.5605  0.07
H: 1.5399 0.1048 0.5564  0.15
H: -1.3536 0.5475 -0.3512  0.16
H: 0.2600 0.0549 -2.2232  0.08